1.
Molecular formula: C4H9NOS
Method: DFT, ωB97M-V/def2-TZVPD

```
16
Properties=species:S:1:pos:R:3
O 1.0108 2.3344 1.6357
C 1.1714 1.4606 0.8414
C 0.0374 0.6724 0.1838
C 0.5305 -0.6698 -0.3857
C -0.5980 -1.6722 -0.4745
S -1.3979 -1.8322 1.1347
N -0.3269 1.5728 -0.9213
H 2.1311 1.2456 0.3773
H -0.9115 0.4535 0.7347
H 1.3649 -1.0897 0.1807
H 0.8059 -0.4875 -1.4218
H -1.3758 -1.4190 -1.1995
H -0.2375 -2.6746 -0.7287
H -0.3019 -1.6084 1.8847
H -1.2095 1.2848 -1.3544
H -0.6930 2.4293 -0.4872
```

Charge: +1
⟨S²⟩: 0.756
Relative energy (zero: lowest compared OMol25 entry of this formula, charge and spin) (kcal/mol): 30.4
Multiplicity: 2
HOMO energy (spin up / spin down) (Ha): -0.5187 / -0.5153
Orbital gap (spin up / spin down) (eV): 10.38 / 4.91

Results of the natural (NBO) charge analysis, in e, for atoms 1 through 8: -0.439, 0.424, -0.152, -0.444, -0.555, 0.550, -0.705, 0.140

2.
Molecular formula: C4H9NOS2
Method: DFT, ωB97M-V/def2-TZVPD

```
17
Properties=species:S:1:pos:R:3
S 0.5746 0.1183 -3.1284
S -0.2188 1.5839 -1.9125
C -0.8344 0.5706 -0.5444
C 0.2740 -0.2470 0.1259
C 0.0499 -1.7602 0.1282
N 0.4865 0.1156 1.5907
C 0.6081 1.4440 1.9293
O 0.6502 2.3278 1.1032
H -0.5388 -0.1071 -3.8434
H -1.5912 -0.1288 -0.9155
H -1.3699 1.1631 0.1829
H 1.2700 0.0246 -0.1994
H 0.4065 -2.1985 1.0605
H -0.9893 -2.0570 -0.0203
H 0.6326 -2.1714 -0.6891
H -0.2358 -0.3391 2.1487
H 0.8257 1.6611 2.9835
```

Relative energy (zero: lowest compared OMol25 entry of this formula, charge and spin) (kcal/mol): 15.0
HOMO energy (Ha): -0.3299
Structure (SMILES): C[C@@H](CSS)NC=O
Orbital gap (eV): 9.58

Results of the natural (NBO) charge analysis, in e, for atoms 1 through 8: -0.149, 0.141, -0.562, -0.066, -0.628, -0.631, 0.519, -0.588

3.
Molecular formula: C4H9NS
Method: DFT, ωB97M-V/def2-TZVPD

```
15
Properties=species:S:1:pos:R:3
C -1.1520 -0.2928 2.0664
C -1.0172 0.8746 1.1381
C 0.5624 0.1906 -0.5275
C 1.9907 0.2608 -0.9338
H -2.1569 -0.3760 2.4648
H -0.5670 -0.2153 2.9870
H -0.8521 -1.2645 1.6144
H -1.2310 1.7937 1.7011
H -1.7560 0.6620 0.2936
H 0.5853 1.9202 0.5940
H 2.1863 1.2402 -1.2890
H 2.2510 -0.5132 -1.7077
H 2.6283 0.0501 -0.0638
N 0.2856 0.9467 0.5296
S -0.3369 -1.0077 -1.2976
```

Relative energy (zero: lowest compared OMol25 entry of this formula, charge and spin) (kcal/mol): 14.3
HOMO energy (Ha): -0.3006
Structure (SMILES): CCNC(C)=S
Orbital gap (eV): 8.84

Results of the natural (NBO) charge analysis, in e, for atoms 1 through 8: -0.623, -0.239, 0.153, -0.675, 0.216, 0.201, 0.230, 0.200

4.
Molecular formula: C4H9NS
Method: DFT, ωB97M-V/def2-TZVPD

```
15
Properties=species:S:1:pos:R:3
C 2.7495 0.2422 0.0638
C -0.0530 -0.3447 0.4998
C -0.7365 0.8673 -0.1749
C -1.2742 -0.4446 -0.4191
H 2.5276 1.1484 -0.4350
H 2.9725 0.5563 1.1354
H 3.7815 -0.0825 -0.3158
H -0.3285 -0.4495 1.5633
H -1.2464 1.5203 0.5101
H -0.1277 1.2781 -0.9698
H -1.1937 -0.7618 -1.4160
H -2.7797 -1.5588 0.3632
H -3.1885 -0.2726 -0.5121
N -2.5835 -0.5926 0.2370
S 1.4806 -1.1056 -0.1299
```

Relative energy (zero: lowest compared OMol25 entry of this formula, charge and spin) (kcal/mol): 38.3
HOMO energy (Ha): -0.3171
Structure (SMILES): CS[C@H]1C[C@@H]1N
Orbital gap (eV): 9.66

Results of the natural (NBO) charge analysis, in e, for atoms 1 through 8: -0.747, -0.385, -0.419, -0.078, 0.209, 0.215, 0.233, 0.234

5.
Molecular formula: C4H9NS
Method: DFT, ωB97M-V/def2-TZVPD

```
15
Properties=species:S:1:pos:R:3
C -0.7104 -0.0879 0.9739
C -1.8499 0.6070 1.8429
C 1.1812 0.3819 -1.9920
C 0.2362 -0.4059 -1.0891
N -0.6062 0.2260 -0.2430
S 1.8370 -1.6761 0.1031
H 0.0071 -0.7585 1.4418
H -1.4672 1.6629 2.2073
H -2.6725 0.7575 1.2369
H -2.0463 -0.1916 2.6615
H 0.5371 0.7439 -2.8247
H 1.9211 -0.4246 -2.3905
H 1.6646 1.2270 -1.4646
H -0.3093 -1.2721 -1.5082
H 2.2775 -0.7895 1.0449
```

Relative energy (zero: lowest compared OMol25 entry of this formula, charge and spin) (kcal/mol): 54.8
HOMO energy (Ha): -0.3108
Orbital gap (eV): 8.94

Results of the natural (NBO) charge analysis, in e, for atoms 1 through 8: 0.183, -0.660, -0.664, 0.136, -0.456, -0.455, 0.197, 0.237

6.
Molecular formula: C4H9NS
Method: DFT, ωB97M-V/def2-TZVPD

```
15
Properties=species:S:1:pos:R:3
C 1.3658 1.3869 -0.8644
C -2.2849 1.7829 0.0051
C -3.4846 2.3327 -0.2253
C 2.5646 -2.6697 -0.3007
N 2.8951 -1.4403 -0.0449
S 1.2265 -0.0786 -1.4855
H 1.5478 1.7236 0.1247
H 0.8732 2.1063 -1.5354
H -1.4961 1.7419 -0.8349
H -1.9036 1.1642 0.8165
H -4.2970 2.4836 0.5697
H -3.7451 2.9831 -1.0321
H 1.8618 -2.7202 -1.2257
H 2.0789 -3.3467 0.4919
H 3.3954 -3.1733 -0.5561
```

Relative energy (zero: lowest compared OMol25 entry of this formula, charge and spin) (kcal/mol): 173.4
HOMO energy (spin up / spin down) (Ha): -0.2941 / -0.3100
Orbital gap (spin up / spin down) (eV): 7.50 / 7.73

Results of the natural (NBO) charge analysis, in e, for atoms 1 through 8: -0.483, -0.391, -0.389, -0.564, -0.174, 0.189, 0.203, 0.195

Question: What is the relative energy (zero: lowest compared OMol25 entry of this formula, charge and spin) in the third record?
Answer: 14.3 kcal/mol